Record 1
{"formula": "C30H21BrIN11RuSe", "method": "wB97M-V/def2-TZVPD", "spin_multiplicity": 2, "max_force_ev_per_a": 1.1, "orbital_gap_ev": [5.689, 5.802], "charge": -1, "s2": 0.7792, "symbols": ["C", "H", "H", "I", "H", "N", "H", "N", "C", "C", "C", "C", "C", "C", "N", "C", "H", "H", "C", "C", "C", "C", "H", "C", "H", "C", "C", "N", "C", "H", "C", "C", "C", "Br", "N", "C", "C", "H", "H", "H", "H", "H", "C", "H", "C", "H", "N", "C", "H", "Se", "C", "C", "C", "H", "H", "N", "N", "Ru", "H", "C", "C", "C", "N", "H", "N", "N"], "xyz": [[-1.906, -1.007, -2.926], [-2.184, 3.666, -2.166], [-1.053, -0.946, -4.907], [-2.509, -0.958, 1.393], [0.414, -4.149, -3.818], [0.675, -0.077, 3.046], [1.233, -0.471, -4.084], [1.920, 3.872, -0.764], [1.477, -0.964, 3.654], [2.317, -4.561, -2.903], [-0.847, -0.838, -3.846], [1.671, -0.999, 5.021], [-1.404, 2.707, -0.320], [-3.207, -1.345, -3.384], [3.172, -1.290, 1.033], [-1.609, 2.738, 1.178], [-0.572, -3.197, -1.767], [-2.512, 3.803, 2.824], [-2.215, 3.705, -1.085], [-3.013, 4.705, 0.991], [-2.382, 3.757, 1.749], [0.037, 0.840, 3.803], [-4.810, -1.621, -0.423], [1.207, -3.442, -0.593], [-1.316, 2.518, 3.760], [1.008, -4.091, -2.912], [-2.912, 4.636, -0.434], [4.618, 0.212, 0.447], [2.520, -3.905, -0.591], [4.092, -4.825, -1.725], [-4.007, -1.437, -1.126], [2.060, 2.595, -0.338], [0.207, 0.870, 5.197], [-3.872, 5.932, -1.444], [4.427, -1.047, 0.890], [-1.645, -0.858, -1.526], [-0.805, 1.786, 3.145], [4.084, 2.548, -0.241], [-5.222, -1.824, -2.874], [1.989, -1.661, 3.003], [2.746, -4.998, -3.797], [-3.597, 5.482, 1.463], [0.408, -0.567, -3.387], [1.155, -0.048, 6.885], [-0.333, -0.522, -1.043], [-3.361, -1.444, -4.454], [-0.914, 1.787, 1.836], [-2.762, -1.100, -0.688], [-1.561, 1.695, -0.689], [0.467, -2.793, 1.042], [0.650, -0.418, -2.006], [-4.235, -1.556, -2.515], [0.453, -3.542, -1.763], [3.113, -3.798, 0.309], [1.667, -0.218, -1.697], [0.915, 1.979, -0.189], [2.453, -0.181, 0.693], [0.175, -0.207, 0.944], [2.324, -1.746, 5.450], [1.020, -0.055, 5.809], [3.407, 0.705, 0.345], [3.068, -4.468, -1.739], [0.619, 4.058, -0.869], [-0.311, 1.638, 5.760], [0.055, 2.931, -0.539], [3.251, 2.007, -0.098]], "mulliken_spin": [-0.002, -0.002, 0.001, -0.007, 0.000, 0.002, 0.000, 0.003, -0.007, -0.008, 0.013, 0.011, 0.012, 0.002, -0.001, -0.036, 0.000, 0.003, -0.019, -0.029, 0.026, 0.032, 0.000, 0.008, 0.005, 0.005, 0.012, 0.000, 0.000, 0.000, 0.003, 0.012, 0.006, 0.000, -0.001, 0.080, 0.000, 0.000, 0.000, -0.002, -0.001, -0.002, -0.006, 0.000, -0.114, 0.000, 0.042, 0.004, -0.012, -0.097, 0.041, -0.003, -0.008, 0.000, -0.001, 0.020, -0.021, 1.032, 0.000, -0.002, 0.005, 0.005, -0.001, 0.000, -0.004, -0.001]}

Record 2
{"formula": "C30H21F2N5O4Ti", "method": "wB97M-V/def2-TZVPD", "spin_multiplicity": 3, "max_force_ev_per_a": 0.5, "orbital_gap_ev": [4.083, 6.897], "charge": 0, "s2": 2.0389, "symbols": ["C", "H", "C", "H", "O", "O", "C", "C", "H", "N", "C", "H", "H", "H", "C", "H", "C", "H", "H", "Ti", "N", "C", "C", "C", "C", "C", "H", "C", "C", "N", "H", "C", "H", "C", "F", "C", "C", "C", "H", "H", "H", "C", "O", "C", "H", "H", "H", "C", "C", "N", "C", "C", "H", "C", "H", "C", "H", "C", "O", "C", "C", "F", "N"], "xyz": [[-1.462, 4.169, 4.543], [-4.360, -4.374, 0.047], [1.462, 1.374, -1.328], [-5.629, 2.162, -1.599], [-7.537, -2.150, -0.749], [-1.371, 0.784, 2.192], [0.819, -1.234, 1.755], [-1.511, 5.302, 5.376], [2.649, -0.944, -0.502], [-6.431, -2.644, -0.503], [1.629, 3.686, -0.742], [1.399, 4.492, -0.061], [-2.195, 5.298, 6.216], [3.173, 3.054, -3.690], [2.168, 1.592, -2.496], [2.350, 0.783, -3.188], [-3.964, -2.295, -0.285], [0.805, 7.218, 3.846], [2.163, -1.038, -2.220], [-0.517, 0.097, 0.647], [0.399, 2.071, 0.703], [0.232, 5.269, 3.214], [-1.318, -2.947, 0.266], [2.350, 3.913, -1.900], [-2.899, -1.352, -0.338], [-3.599, -3.616, 0.014], [0.919, 5.254, 2.380], [0.168, 6.365, 4.039], [-5.523, -0.471, -0.907], [-2.094, 0.860, -0.735], [-0.289, -3.156, 0.519], [-3.558, 2.616, -1.430], [1.468, -2.029, 1.362], [1.187, 2.403, -0.434], [1.708, -0.325, 2.359], [-5.296, -1.806, -0.563], [-0.584, 4.148, 3.444], [-2.282, 2.115, -1.092], [1.212, -1.888, -0.994], [-6.535, -0.160, -1.112], [-0.753, 7.256, 5.776], [-2.293, 3.032, 4.800], [0.938, 0.125, -1.000], [-0.712, 6.388, 5.132], [-3.655, 3.653, -1.721], [-2.873, 1.065, 4.210], [-1.415, 2.763, -1.105], [-4.638, 1.795, -1.365], [-3.149, 0.010, -0.710], [-1.618, -1.670, -0.027], [1.809, -1.004, -1.193], [-1.368, 1.871, 2.901], [2.693, 4.914, -2.123], [-0.544, 2.973, 2.592], [-1.989, -4.951, 0.498], [-4.476, 0.432, -0.990], [-2.966, 3.069, 5.649], [-2.272, -3.933, 0.268], [-6.296, -3.842, -0.208], [2.622, 2.872, -2.778], [-2.252, 1.929, 4.018], [0.138, -1.834, 2.810], [0.255, 3.047, 1.508]], "mulliken_spin": [-0.003, 0.015, 0.001, 0.003, 0.115, 0.000, -0.030, 0.008, -0.003, 0.039, -0.002, -0.002, 0.000, 0.000, 0.002, 0.000, -0.002, 0.000, 0.000, 0.946, -0.088, -0.006, 0.072, 0.003, -0.035, 0.115, 0.000, 0.008, 0.219, -0.057, 0.025, -0.029, -0.002, 0.004, 0.009, 0.090, 0.005, 0.107, 0.001, 0.034, 0.000, 0.027, 0.002, -0.006, 0.001, 0.001, 0.013, 0.040, 0.105, 0.033, 0.008, 0.020, 0.000, 0.032, 0.001, 0.000, 0.001, -0.001, 0.090, -0.005, -0.016, 0.001, 0.089]}

Record 3
{"formula": "C30H21F3O6OsS2Sb", "method": "wB97M-V/def2-TZVPD", "spin_multiplicity": 5, "max_force_ev_per_a": 0.8, "orbital_gap_ev": [7.488, 6.265], "charge": 1, "s2": 6.0406, "symbols": ["H", "H", "C", "C", "C", "C", "H", "C", "H", "H", "C", "H", "H", "F", "O", "H", "H", "C", "C", "O", "C", "S", "C", "C", "H", "H", "C", "C", "F", "H", "C", "C", "C", "C", "H", "C", "H", "O", "C", "H", "C", "C", "O", "C", "C", "O", "H", "H", "Os", "S", "H", "F", "H", "Sb", "C", "C", "O", "C", "C", "H", "C", "C", "C", "H"], "xyz": [[3.388, 2.539, 1.718], [4.877, -1.620, 5.392], [4.813, -2.212, 2.071], [0.301, -1.021, -2.981], [-0.725, -1.395, -2.115], [-4.773, -2.259, 1.934], [0.349, 2.421, -1.348], [-2.095, 1.502, -1.346], [1.384, -1.510, -4.786], [0.439, 4.856, -1.509], [1.075, 4.346, -0.798], [-5.756, -0.364, 1.848], [-3.879, 0.701, 0.628], [-5.790, -2.830, 2.586], [3.429, 0.149, -0.694], [-3.822, 2.370, -4.145], [6.393, -2.236, 3.514], [2.594, -1.673, 2.884], [1.014, 2.968, -0.695], [0.361, -1.205, 4.140], [-2.673, 1.380, -2.605], [3.115, -2.285, 0.081], [-3.808, -0.341, 0.916], [-2.678, -1.091, 0.597], [-1.724, -4.230, -3.704], [1.993, 6.147, -0.083], [3.139, -1.533, 4.152], [2.784, 4.414, 0.902], [0.136, -3.678, -5.394], [-2.583, 0.455, -3.164], [-2.216, 2.699, -0.644], [0.596, -1.783, -4.098], [-2.906, 3.769, -1.190], [5.338, -2.072, 3.345], [5.469, -2.486, 1.252], [1.951, 5.070, 0.002], [0.892, -0.131, -2.786], [0.209, -2.269, 1.916], [2.730, 3.038, 1.015], [-1.769, 2.812, 0.338], [-3.467, 3.616, -2.446], [-4.868, -0.923, 1.590], [0.818, 0.092, 2.162], [-1.168, -3.330, -3.481], [-1.456, -2.550, -2.371], [4.055, -1.158, -0.622], [-3.634, -4.067, 1.927], [2.478, -1.278, 4.968], [1.878, 0.329, 0.491], [0.820, -1.329, 2.802], [-2.265, -2.848, -1.715], [-4.132, 4.645, -2.982], [-1.719, -3.017, 0.760], [-1.118, -0.151, -0.461], [-0.147, -2.930, -4.322], [3.459, -2.003, 1.825], [1.743, -1.740, -0.168], [4.494, -1.730, 4.387], [-3.365, 2.441, -3.168], [-3.016, 4.706, -0.663], [-2.604, -2.432, 0.967], [1.827, 2.296, 0.226], [-3.662, -3.027, 1.632], [3.475, 4.977, 1.514]], "mulliken_spin": [0.021, 0.001, 0.034, 0.007, 0.040, 0.013, 0.038, 0.071, 0.000, -0.001, -0.052, 0.000, 0.004, 0.001, 0.117, 0.001, 0.000, -0.010, 0.017, 0.004, 0.006, 0.002, 0.000, 0.047, 0.000, 0.005, 0.001, -0.033, 0.001, 0.000, -0.005, 0.003, 0.006, -0.003, -0.001, 0.113, -0.011, 0.004, 0.068, -0.003, 0.002, -0.003, 0.172, -0.001, 0.003, 0.012, 0.000, 0.001, 2.731, 0.020, 0.002, 0.000, -0.001, 0.390, 0.006, 0.017, 0.083, 0.009, 0.004, 0.000, -0.022, 0.069, 0.000, 0.002]}

Going through the records in order, we get ΔE to the lowest compared entry with this formula, charge and spin values of 0.088 0.393 0.000 eV.